No. 1
ORCA calculation (the ωB97M-V functional and the def2-TZVPD basis) on an isolated molecule of C5H14N2 at a distorted geometry.

XYZ file:
```
21
Properties=species:S:1:pos:R:3:forces:R:3
C -2.110329 -1.250594 0.374647 0.5 2.4 2.8
N -2.172851 -0.035365 -0.491252 -0.5 -1.3 -0.1
C -1.129224 0.051675 -1.573959 -2.0 0.4 0.9
C 0.155434 0.696652 -0.941273 3.1 -0.6 -3.7
C 1.281035 -0.338574 -0.366989 1.3 3.0 -1.2
C 2.336280 0.401721 0.715669 -5.7 -1.9 -0.9
N 1.541789 0.442032 1.966980 -0.2 0.4 -0.2
H -1.441141 -1.892388 -0.106767 0.4 -1.8 -0.5
H -3.010790 -1.665660 0.862125 -0.4 -0.1 -1.7
H -1.645643 -1.042377 1.407575 0.4 0.2 -1.4
H -2.059522 0.777985 0.073130 -0.2 0.5 0.4
H -1.666562 0.729283 -2.353888 1.5 -1.0 1.1
H -1.120852 -1.010271 -2.000601 0.8 1.6 0.4
H -0.056892 1.480497 -0.222649 -0.5 0.0 0.1
H 0.724149 1.265492 -1.869344 -1.3 -1.1 2.3
H 2.003683 -0.575234 -1.204164 -1.3 -0.2 0.5
H 0.727563 -1.210388 -0.029388 0.7 -0.1 0.6
H 3.140682 -0.273403 0.750022 1.2 -0.5 0.6
H 2.571455 1.385869 0.426579 0.7 1.0 -1.0
H 2.218376 0.601650 2.671878 0.3 0.3 1.3
H 0.833753 1.217000 2.016825 1.2 -1.0 -0.4
```
Forces are in eV/Å.

For the LUMO energy, the calculation gives 1.06 eV. Its structure (SMILES) is CNCCCCN.

No. 2
ORCA calculation (the ωB97M-V functional and the def2-TZVPD basis) on a structure of composition C19H27BF4N4NaO at a distorted geometry.

XYZ file:
```
57
Properties=species:S:1:pos:R:3:forces:R:3
Na -0.357126 0.578260 -0.543656 -0.3 -0.1 0.2
C -2.758129 -0.772812 -1.912553 0.1 0.0 0.1
N -1.350739 -1.165304 -1.874774 -0.1 -0.1 0.1
C -0.782730 -1.218873 -3.207956 0.0 0.0 0.1
C -1.078433 -2.289315 -1.019264 0.0 0.1 0.1
C -0.751925 -3.526259 -1.543694 0.0 0.0 0.0
C -0.400306 -4.605838 -0.730288 0.0 0.1 0.0
C -0.382580 -4.410974 0.640338 0.0 0.1 0.0
C -0.716737 -3.179951 1.195256 0.0 -0.1 -0.1
C -1.084872 -2.070748 0.403951 -0.2 0.2 0.0
N -1.336693 -0.800734 0.840918 -0.1 -0.5 0.4
C -1.598552 -0.444310 2.130736 0.1 0.1 -0.2
C -2.232851 -1.233694 3.120595 0.0 0.1 0.0
C -2.533521 -0.737541 4.381382 0.0 -0.1 -0.1
C -2.218505 0.565402 4.742791 0.0 0.0 -0.1
C -1.599693 1.369616 3.789298 0.0 -0.1 0.0
C -1.297838 0.900799 2.522602 0.0 0.1 0.0
N -0.663964 1.790893 1.567506 0.1 -0.1 0.0
C -1.335368 3.070979 1.377854 0.0 -0.1 0.0
C 0.760527 1.981639 1.829829 -0.1 -0.1 0.0
H -3.358386 -1.485528 -2.497477 0.0 0.0 0.0
H -2.848433 0.214358 -2.374110 0.0 0.0 0.0
H -3.147385 -0.722341 -0.896633 0.0 0.0 0.0
H -1.310765 -1.919100 -3.875215 0.0 0.0 0.0
H 0.262738 -1.522644 -3.149714 0.0 0.0 0.0
H -0.837685 -0.224683 -3.657364 0.0 0.0 0.0
H -0.760239 -3.649953 -2.620174 0.0 0.0 0.0
H -0.139454 -5.561161 -1.166663 0.0 0.0 0.0
H -0.090206 -5.221929 1.299151 0.0 0.0 0.0
H -0.649920 -3.048919 2.265603 0.0 0.0 0.0
H -2.528956 -2.242642 2.867075 0.0 0.0 0.0
H -3.037082 -1.385331 5.091742 0.0 0.0 0.0
H -2.453852 0.948903 5.727221 0.0 0.0 0.0
H -1.346055 2.396461 4.032135 0.0 0.0 0.0
H -1.249587 3.738051 2.249285 0.0 0.0 0.0
H -2.394384 2.904109 1.182477 0.0 0.0 0.0
H -0.897712 3.575094 0.513673 0.0 0.0 0.0
H 0.941762 2.500060 2.783616 0.0 0.0 0.0
H 1.200549 2.581708 1.027805 0.0 0.0 0.0
H 1.264428 1.013437 1.859038 0.0 0.0 0.0
C 4.542133 1.306596 -2.219310 0.1 0.0 0.2
N 3.735125 0.544740 -1.276558 -0.1 0.0 -0.3
C 4.234277 0.282529 0.056583 0.0 0.1 0.0
C 2.443983 0.307039 -1.582298 -0.1 -0.1 0.2
O 1.633060 -0.187911 -0.808398 0.7 -0.1 -0.2
H 5.589661 1.210940 -1.935441 0.0 0.0 0.0
H 4.273821 2.364885 -2.225515 0.0 0.0 0.0
H 4.427729 0.916331 -3.228993 -0.1 0.0 0.0
H 5.237735 -0.140073 -0.004520 0.0 0.0 0.0
H 3.571873 -0.420979 0.552383 0.0 0.0 0.0
H 4.271613 1.199091 0.652378 0.0 0.0 0.0
H 2.170401 0.623451 -2.596008 0.0 -0.1 0.0
F -0.318686 2.139324 -1.801004 0.1 0.8 -0.7
B 0.188745 3.083784 -2.769804 0.1 0.0 0.0
F -0.727805 3.215724 -3.809141 0.1 -0.1 0.1
F 1.419319 2.564763 -3.260981 -0.2 0.1 0.1
F 0.407674 4.300583 -2.115716 0.0 -0.2 -0.1
```
Forces are in eV/Å.

For the LUMO energy, the calculation gives 2.25 eV. The charge is -1.

No. 3
ORCA calculation (the ωB97M-V functional and the def2-TZVPD basis) on a cluster of 2 separate species, C3H3N in total at a distorted geometry.

XYZ file:
```
7
Properties=species:S:1:pos:R:3:forces:R:3
C -1.415119 -1.254085 0.411016 -1.7 -1.1 0.4
C -0.229641 -1.301178 0.468267 1.5 0.9 0.2
H -2.431626 -1.550540 0.552038 0.0 0.4 -0.3
H 0.786965 -0.980752 0.532000 0.0 -0.6 -0.1
C 1.138388 1.727845 -0.684664 -0.8 0.4 0.2
N 1.587083 0.685274 -0.497366 0.2 1.1 -0.4
H 0.563950 2.673436 -0.781292 0.9 -1.2 0.0
```
Forces are in eV/Å.

For the LUMO energy, the calculation gives 0.97 eV. Its structure (SMILES) is C#C.C#N.

No. 4
ORCA calculation (the ωB97M-V functional and the def2-TZVPD basis) on a structure of composition C26H21IrO5PS.

XYZ file:
```
55
Properties=species:S:1:pos:R:3:forces:R:3
Ir 0.243621 0.362171 0.765631 0.2 0.2 -0.3
O 0.326784 1.438062 2.548609 0.0 -0.1 -0.1
S -1.085506 1.048219 2.939659 0.2 0.1 0.1
O -1.313802 0.745145 4.295206 0.0 -0.1 0.0
O -1.277534 -0.124100 1.944064 0.0 0.0 0.0
C -2.189836 2.284379 2.376131 -0.1 -0.1 0.1
C -3.091307 2.798832 3.292663 0.0 0.1 0.0
C -4.017251 3.741874 2.859637 0.0 0.0 0.1
C -4.026504 4.149201 1.537542 0.0 0.0 -0.1
C -3.112998 3.624100 0.628176 0.0 0.1 -0.1
C -2.184562 2.677996 1.034889 0.0 0.0 0.0
P -0.938840 2.064881 -0.124056 -0.2 -0.1 0.0
C 0.153824 3.440564 -0.483611 0.0 0.0 -0.1
C -0.041586 4.213188 -1.634108 0.0 0.0 0.1
C 0.742414 5.334366 -1.848235 0.0 0.0 0.0
C 1.719631 5.689103 -0.927049 0.0 0.0 0.0
C 1.911329 4.926937 0.218111 0.1 0.1 0.0
C 1.131690 3.807099 0.447299 0.0 -0.1 0.0
C -1.726613 1.502598 -1.629494 0.0 0.0 0.0
C -0.922553 1.271209 -2.751561 0.0 0.0 0.0
C -1.477129 0.733646 -3.899179 0.0 0.0 0.0
C -2.831836 0.415770 -3.931775 0.0 0.0 0.0
C -3.627001 0.623997 -2.812910 0.0 0.0 0.0
C -3.076808 1.161883 -1.657866 0.0 0.0 0.0
H -3.070353 2.467438 4.321433 0.0 0.0 0.0
H -4.729905 4.152319 3.561672 0.0 0.0 0.0
H -4.745442 4.885817 1.204898 0.0 0.0 0.0
H -3.123990 3.966029 -0.400492 0.0 0.0 0.0
H -0.809315 3.961240 -2.352091 0.0 -0.1 0.0
H 0.586214 5.933190 -2.735148 0.0 0.0 0.0
H 2.330516 6.564959 -1.099656 0.0 0.0 0.0
H 2.667407 5.207588 0.938556 0.0 0.0 0.0
H 1.285329 3.230070 1.351695 0.0 0.0 0.0
H 0.132674 1.517272 -2.734402 0.0 0.0 0.0
H -0.859334 0.572573 -4.772527 0.0 0.0 0.0
H -3.268775 0.013316 -4.836370 0.0 0.0 0.0
H -4.680696 0.381249 -2.840425 0.0 0.0 0.0
H -3.705116 1.315705 -0.788959 0.0 0.0 0.0
C 3.208460 -2.981025 1.249969 0.0 0.0 0.0
C 2.003007 -2.225112 0.803162 0.1 0.1 0.0
O 1.942271 -1.015143 1.046563 -0.2 0.0 0.4
C 0.933313 -2.907894 0.044625 0.0 0.0 0.0
C 0.910430 -4.277944 -0.032411 0.0 0.0 0.0
C -0.018973 -4.967431 -0.841034 0.0 0.0 0.0
C -0.914104 -4.265378 -1.651941 0.0 -0.1 0.0
C -0.911684 -2.899428 -1.622935 -0.1 0.1 0.0
C -0.038900 -2.171663 -0.737827 0.0 0.2 -0.1
O -0.197198 -0.905879 -0.743134 0.0 -0.2 0.0
H 3.907996 -2.292818 1.713543 0.0 0.0 0.0
H 3.682110 -3.489215 0.408326 0.0 0.0 0.0
H 2.925460 -3.743087 1.980430 0.0 0.0 0.0
H 1.625661 -4.864008 0.528562 0.0 0.0 0.0
H -0.010860 -6.048959 -0.844663 0.0 0.0 0.0
H -1.601716 -4.799576 -2.292736 0.0 0.0 0.0
H -1.587316 -2.302825 -2.224058 0.0 0.0 0.0
```
Forces are in eV/Å.

For the LUMO energy (spin up / spin down), the calculation gives -7.64 / -9.39 eV. The charge is +2. As for the expectation value of S²: 0.78. As for the spin multiplicity: 2.